Computed, not measured: a molecular structure, C3H3CdLiO4, with the ωB97M-V functional and the def2-TZVPD basis.

Last column: natural (NBO) charge in e.
Cartesian coordinates (Å):
O: 0.497 -0.185 -0.824  -0.824
C: 0.245 0.925 -0.288  0.008
C: -1.188 1.049 0.150  -0.222
H: -1.634 1.836 -0.483  0.203
H: -1.203 1.427 1.187  0.197
C: 2.260 -1.871 0.075  1.066
O: 1.308 -2.563 0.096  -0.609
O: 3.142 -1.162 0.389  -0.455
Li: -0.735 -1.621 -0.456  0.949
Cd: 2.008 2.442 -0.092  0.009
O: -1.880 -0.188 0.036  -0.819
H: -2.819 -0.088 0.210  0.497

Its gap between HOMO and LUMO is 0.15110 Ha. The value obtained for the largest force on an atom is 0.0621 Eh/bohr. The energy above the lowest of the compared OMol25 structures with the same formula, charge and spin comes out at 108.7 kJ/mol. As for the spin multiplicity: 1.


Computed, not measured: a molecular structure, C3H3CdO2, with the ωB97M-V functional and the def2-TZVPD basis.

Last column: natural (NBO) charge in e.
Cartesian coordinates (Å):
O: -0.774 -1.486 0.716  -0.750
Cd: 0.039 -3.340 0.276  0.796
O: 0.425 0.258 -1.969  -0.489
C: 0.038 0.118 -0.824  0.439
C: 0.119 -1.184 -0.122  0.021
C: 0.046 1.197 0.282  -0.736
H: -0.977 1.303 0.676  0.242
H: 0.362 2.151 -0.157  0.236
H: 0.722 0.983 1.123  0.241

Its gap between HOMO and LUMO (spin up / spin down) is 0.28235 / 0.23605 Ha. The value obtained for the largest force on an atom is 0.0580 Eh/bohr. The energy above the lowest of the compared OMol25 structures with the same formula, charge and spin comes out at 0.0 kJ/mol. As for the spin multiplicity: 2.


Computed, not measured: a molecular structure, C3H3CdO3, with the ωB97M-V functional and the def2-TZVPD basis.

Last column: natural (NBO) charge in e.
Cartesian coordinates (Å):
O: -1.101 1.223 -1.213  -0.818
O: 2.003 -0.404 -0.949  -0.780
C: 1.022 -0.642 -0.252  0.715
O: 0.049 -1.429 -0.575  -0.452
C: -0.390 -0.357 0.459  -0.041
H: -0.652 -0.869 1.392  0.217
C: -1.351 0.680 -0.058  0.017
H: -0.746 1.146 0.968  0.070
H: -2.388 0.318 0.155  0.165
Cd: 3.554 0.333 0.074  0.909

Its gap between HOMO and LUMO (spin up / spin down) is 0.23275 / 0.13428 Ha. The value obtained for the largest force on an atom is 0.1188 Eh/bohr. The energy above the lowest of the compared OMol25 structures with the same formula, charge and spin comes out at 329.5 kJ/mol. As for the spin multiplicity: 2.


Computed, not measured: a molecular structure, C3H3CeO2, with the ωB97M-V functional and the def2-TZVPD basis.

Last column: natural (NBO) charge in e.
Cartesian coordinates (Å):
O: -0.421 -0.359 -1.348  -0.406
C: -0.660 -0.865 -2.360  1.102
O: -0.984 -1.349 -3.363  -0.686
Ce: -1.268 -3.387 -5.235  1.990
C: 0.738 0.491 2.157  0.411
C: 0.565 1.681 2.546  -0.481
H: 0.970 -0.563 2.021  0.290
H: 0.927 1.825 3.584  0.406
H: 0.134 2.526 1.998  0.373

Its gap between HOMO and LUMO (spin up / spin down) is 0.26454 / 0.38620 Ha. As for the charge: +3. The value obtained for the largest force on an atom is 0.0642 Eh/bohr. The energy above the lowest of the compared OMol25 structures with the same formula, charge and spin comes out at 0.0 kJ/mol. As for the spin multiplicity: 3.


Computed, not measured: C3H3Cl in the gas phase, with the ωB97M-V functional and the def2-TZVPD basis.

Last column: natural (NBO) charge in e.
Cartesian coordinates (Å):
C: 1.319 -1.225 -0.177  -0.269
C: 0.747 -0.183 -0.004  -0.046
C: -0.759 0.793 0.015  -0.369
Cl: -2.118 -0.334 -0.160  0.012
H: 2.069 -1.921 0.025  0.228
H: -0.692 1.251 0.937  0.214
H: -0.566 1.617 -0.636  0.230

Its gap between HOMO and LUMO is 0.40744 Ha. The SMILES is C#CCCl. The value obtained for the largest force on an atom is 0.1094 Eh/bohr. The energy above the lowest of the compared OMol25 structures with the same formula, charge and spin comes out at 142.5 kJ/mol. As for the spin multiplicity: 1.


Computed, not measured: C3H3Cl in the gas phase, with the ωB97M-V functional and the def2-TZVPD basis.

Last column: natural (NBO) charge in e.
Cartesian coordinates (Å):
C: 0.614 0.334 -0.792  -0.467
C: -0.393 0.011 0.013  0.084
C: -1.393 -0.365 0.844  -0.348
Cl: -2.469 -1.621 0.443  0.016
H: 1.412 -0.276 -0.373  0.231
H: 0.830 1.064 -1.594  0.247
H: -1.521 -0.005 1.867  0.237

Its gap between HOMO and LUMO is 0.37343 Ha. The SMILES is C=C=CCl. The value obtained for the largest force on an atom is 0.0612 Eh/bohr. The energy above the lowest of the compared OMol25 structures with the same formula, charge and spin comes out at 18.9 kJ/mol. As for the spin multiplicity: 1.


Computed, not measured: 2 unconnected molecules or ions with the total composition C3H3Cl, with the ωB97M-V functional and the def2-TZVPD basis.

Last column: natural (NBO) charge in e.
Cartesian coordinates (Å):
C: 1.830 1.064 -0.236  -0.440
C: 0.812 0.467 -0.030  -0.169
C: -1.298 -0.716 0.256  -0.279
Cl: -1.166 -2.184 -0.536  0.125
H: 2.437 1.905 -0.387  0.223
H: -0.953 -0.682 1.326  0.270
H: -1.663 0.146 -0.394  0.270

Its gap between HOMO and LUMO is 0.30433 Ha. The value obtained for the largest force on an atom is 0.0898 Eh/bohr. The energy above the lowest of the compared OMol25 structures with the same formula, charge and spin comes out at 393.7 kJ/mol. As for the spin multiplicity: 1.


Computed, not measured: C3H3Cl2F in the gas phase, with the ωB97M-V functional and the def2-TZVPD basis.

Last column: natural (NBO) charge in e.
Cartesian coordinates (Å):
C: 0.377 -0.156 -0.242  -0.259
C: -0.491 -0.535 0.709  -0.335
C: -0.134 -1.379 1.833  0.466
F: 1.187 -1.349 2.190  -0.320
Cl: -1.184 -1.333 3.222  0.075
Cl: -0.218 -3.366 0.862  -0.282
H: 0.074 0.336 -1.065  0.197
H: 1.434 -0.276 -0.249  0.213
H: -1.550 -0.210 0.841  0.244

Its gap between HOMO and LUMO is 0.33595 Ha. The SMILES is C=CC(F)(Cl)Cl. The value obtained for the largest force on an atom is 0.0676 Eh/bohr. The energy above the lowest of the compared OMol25 structures with the same formula, charge and spin comes out at 121.0 kJ/mol. As for the spin multiplicity: 1.


Computed, not measured: C3H3Cl2F in the gas phase, with the ωB97M-V functional and the def2-TZVPD basis.

Last column: natural (NBO) charge in e.
Cartesian coordinates (Å):
C: -0.869 0.034 2.325  -0.460
C: -0.099 -0.010 1.252  0.379
F: 1.141 -0.480 1.285  -0.317
C: -0.491 0.249 -0.215  -0.279
Cl: 0.616 1.381 -1.007  0.004
Cl: -0.479 -1.289 -1.169  -0.017
H: -0.491 -0.025 3.334  0.229
H: -1.859 0.385 2.238  0.214
H: -1.499 0.758 -0.317  0.247

Its gap between HOMO and LUMO is 0.41299 Ha. The SMILES is C=C(F)C(Cl)Cl. The value obtained for the largest force on an atom is 0.0311 Eh/bohr. The energy above the lowest of the compared OMol25 structures with the same formula, charge and spin comes out at 24.6 kJ/mol. As for the spin multiplicity: 1.


Computed, not measured: C3H3Cl2F in the gas phase, with the ωB97M-V functional and the def2-TZVPD basis.

Last column: natural (NBO) charge in e.
Cartesian coordinates (Å):
F: -0.769 -1.693 1.054  -0.315
C: -0.078 -0.528 0.978  0.185
C: -0.506 0.560 0.084  -0.258
Cl: -0.169 2.185 0.737  -0.048
C: 0.697 -0.196 -0.261  -0.265
Cl: 0.504 -1.277 -1.654  -0.009
H: 0.446 -0.252 1.927  0.198
H: -1.470 0.640 -0.385  0.264
H: 1.585 0.396 -0.249  0.249

Its gap between HOMO and LUMO is 0.41375 Ha. The SMILES is FC1[C@@H](Cl)[C@@H]1Cl. The value obtained for the largest force on an atom is 0.0479 Eh/bohr. The energy above the lowest of the compared OMol25 structures with the same formula, charge and spin comes out at 69.7 kJ/mol. As for the spin multiplicity: 1.


Computed, not measured: a molecular structure, C3H3Cl2F, with the ωB97M-V functional and the def2-TZVPD basis.

Last column: natural (NBO) charge in e.
Cartesian coordinates (Å):
C: -0.282 0.064 0.527  -0.564
C: -0.600 -0.330 -0.903  -0.202
C: -1.006 1.314 0.084  0.329
F: -2.268 1.628 0.578  -0.343
Cl: -1.868 -1.430 -1.161  0.037
Cl: -0.330 2.726 -0.706  0.005
H: -0.809 -0.468 1.274  0.268
H: 0.817 0.195 0.437  0.265
H: 0.155 -0.321 -1.675  0.205

Its gap between HOMO and LUMO (spin up / spin down) is 0.24895 / 0.36501 Ha. The value obtained for the largest force on an atom is 0.1168 Eh/bohr. The energy above the lowest of the compared OMol25 structures with the same formula, charge and spin comes out at 0.0 kJ/mol. As for the spin multiplicity: 3.


Computed, not measured: 2 unconnected molecules or ions with the total composition C3H3Cl2O2, with the ωB97M-V functional and the def2-TZVPD basis.

Last column: natural (NBO) charge in e.
Cartesian coordinates (Å):
C: 0.555 0.195 -2.252  0.778
C: -0.077 -0.413 -1.116  -0.217
C: -0.034 0.045 2.102  -0.434
O: 1.158 -0.837 -1.862  -0.446
O: 0.491 0.984 -3.133  -0.570
Cl: -1.857 -0.308 2.341  -0.574
Cl: 0.250 1.771 2.053  -0.139
H: -0.897 -1.024 -1.140  0.195
H: -0.037 -0.117 -0.088  0.233
H: 0.449 -0.297 3.096  0.173

Its gap between HOMO and LUMO (spin up / spin down) is 0.10828 / 0.33583 Ha. As for the charge: -1. The value obtained for the largest force on an atom is 0.0719 Eh/bohr. The energy above the lowest of the compared OMol25 structures with the same formula, charge and spin comes out at 174.8 kJ/mol. As for the spin multiplicity: 3.


Computed, not measured: a molecular structure, C3H3Cl3, with the ωB97M-V functional and the def2-TZVPD basis.

Last column: natural (NBO) charge in e.
Cartesian coordinates (Å):
C: -1.485 0.153 -0.678  -0.413
C: -1.266 -0.034 0.609  -0.226
C: 2.434 -0.487 -0.222  -0.130
Cl: -1.124 -1.512 1.453  0.002
Cl: 2.761 0.137 1.213  0.142
Cl: 3.281 0.457 -1.435  -0.013
H: -1.533 1.138 -1.056  0.212
H: -1.687 -0.636 -1.320  0.209
H: -1.380 0.785 1.436  0.216

Its gap between HOMO and LUMO is 0.31836 Ha. The value obtained for the largest force on an atom is 0.0641 Eh/bohr. The energy above the lowest of the compared OMol25 structures with the same formula, charge and spin comes out at 336.1 kJ/mol. As for the spin multiplicity: 1.


Computed, not measured: 2 unconnected molecules or ions with the total composition C3H3Cl3, with the ωB97M-V functional and the def2-TZVPD basis.

Last column: natural (NBO) charge in e.
Cartesian coordinates (Å):
C: -0.037 -1.502 -0.604  -0.057
C: -0.884 1.058 0.532  -0.229
C: 1.141 -1.040 -0.720  -0.541
Cl: -1.675 2.234 -0.543  0.032
Cl: -1.805 0.619 1.878  0.076
Cl: 0.715 1.408 0.955  0.105
H: -0.959 -1.178 -0.259  0.180
H: 2.104 -1.477 -1.057  0.227
H: 1.399 -0.121 -0.181  0.207

Its gap between HOMO and LUMO (spin up / spin down) is 0.27239 / 0.32802 Ha. The value obtained for the largest force on an atom is 0.0587 Eh/bohr. The energy above the lowest of the compared OMol25 structures with the same formula, charge and spin comes out at 471.5 kJ/mol. As for the spin multiplicity: 1.


Computed, not measured: a molecular structure, C3H3Cl3NO2, with the ωB97M-V functional and the def2-TZVPD basis.

Last column: natural (NBO) charge in e.
Cartesian coordinates (Å):
C: 0.861 1.200 2.244  1.055
C: -0.793 -0.503 -1.612  -0.664
C: -0.144 -0.649 -0.202  0.294
N: 1.076 -0.429 0.041  -0.556
O: 0.892 0.069 2.481  -0.531
O: 1.045 2.349 2.149  -0.570
Cl: -1.313 0.957 0.867  -0.662
Cl: -0.784 -1.948 0.787  -0.021
Cl: 1.875 0.672 -1.069  -0.007
H: -1.829 -0.330 -1.411  0.240
H: -0.620 -1.515 -2.077  0.198
H: -0.267 0.126 -2.198  0.223

Its gap between HOMO and LUMO is 0.29396 Ha. As for the charge: -1. The value obtained for the largest force on an atom is 0.0990 Eh/bohr. The energy above the lowest of the compared OMol25 structures with the same formula, charge and spin comes out at 35.1 kJ/mol. As for the spin multiplicity: 1.


Computed, not measured: 2 unconnected molecules or ions with the total composition C3H3Cl3O, with the ωB97M-V functional and the def2-TZVPD basis.

Last column: natural (NBO) charge in e.
Cartesian coordinates (Å):
C: -1.244 0.857 0.515  -0.279
C: -1.347 -0.439 0.791  -0.278
C: 1.755 -0.662 -0.152  0.164
O: 1.593 -0.750 -1.449  -0.623
Cl: -2.461 1.738 -0.257  0.034
Cl: -2.551 -1.383 0.098  0.025
Cl: 2.880 0.466 0.343  -0.007
H: -0.325 1.510 0.864  0.235
H: -0.548 -1.105 1.158  0.258
H: 2.248 -0.232 -1.911  0.471

Its gap between HOMO and LUMO is 0.34092 Ha. The value obtained for the largest force on an atom is 0.0616 Eh/bohr. The energy above the lowest of the compared OMol25 structures with the same formula, charge and spin comes out at 281.6 kJ/mol. As for the spin multiplicity: 1.


Computed, not measured: 2 unconnected molecules or ions with the total composition C3H3ClF2O, with the ωB97M-V functional and the def2-TZVPD basis.

Last column: natural (NBO) charge in e.
Cartesian coordinates (Å):
C: -2.200 0.212 -0.784  0.562
C: -1.183 2.473 -1.323  0.268
C: -0.173 -0.349 0.162  -0.262
O: -1.590 -0.341 0.207  -0.499
F: -3.509 0.169 -0.536  -0.340
F: -1.082 2.433 -2.649  -0.345
Cl: -2.509 3.418 -0.910  0.003
H: 0.180 -0.246 -0.864  0.207
H: 0.155 -1.288 0.603  0.205
H: 0.196 0.490 0.754  0.200

Its gap between HOMO and LUMO (spin up / spin down) is 0.31187 / 0.29467 Ha. The value obtained for the largest force on an atom is 0.0322 Eh/bohr. The energy above the lowest of the compared OMol25 structures with the same formula, charge and spin comes out at 0.0 kJ/mol. As for the spin multiplicity: 3.


Computed, not measured: a molecular structure, C3H3ClFN3, with the ωB97M-V functional and the def2-TZVPD basis.

Last column: natural (NBO) charge in e.
Cartesian coordinates (Å):
C: 2.509 1.386 -0.290  -0.432
C: 0.064 -1.116 -0.070  0.461
C: -0.602 0.046 0.176  -0.015
H: 3.150 1.740 0.861  0.199
H: 2.488 2.389 -0.813  0.250
H: 3.122 0.541 -0.894  0.261
N: 1.378 0.608 0.146  -0.023
N: 1.348 -0.769 -0.178  -0.270
N: 0.198 1.077 0.508  -0.196
F: -0.346 -2.438 -0.106  -0.285
Cl: -2.232 0.528 -0.025  0.052

Its gap between HOMO and LUMO is 0.36840 Ha. The value obtained for the largest force on an atom is 0.1043 Eh/bohr. The energy above the lowest of the compared OMol25 structures with the same formula, charge and spin comes out at 263.7 kJ/mol. As for the spin multiplicity: 1.


Computed, not measured: C3H3ClIN in the gas phase, with the ωB97M-V functional and the def2-TZVPD basis.

Last column: natural (NBO) charge in e.
Cartesian coordinates (Å):
N: 0.944 3.102 0.269  -0.282
C: 0.847 2.059 -0.167  0.234
C: 0.726 0.690 -0.747  -0.289
Cl: 2.295 -0.186 -0.523  -0.010
C: -0.368 -0.140 0.375  -0.489
I: -2.394 0.439 -0.029  0.118
H: 0.445 0.814 -1.786  0.261
H: -0.054 -1.165 0.295  0.232
H: -0.274 0.296 1.337  0.226

Its gap between HOMO and LUMO is 0.37290 Ha. The SMILES is N#C[C@@H](Cl)CI. The value obtained for the largest force on an atom is 0.0780 Eh/bohr. The energy above the lowest of the compared OMol25 structures with the same formula, charge and spin comes out at 67.4 kJ/mol. As for the spin multiplicity: 1.


Computed, not measured: 2 unconnected molecules or ions with the total composition C3H3ClIN, with the ωB97M-V functional and the def2-TZVPD basis.

Last column: natural (NBO) charge in e.
Cartesian coordinates (Å):
C: 1.043 -1.151 -0.167  0.159
C: -0.254 1.029 -0.168  -0.593
C: 0.111 -0.325 0.495  -0.153
N: 1.931 -1.798 -0.591  -0.229
Cl: 0.080 -0.237 2.294  0.040
I: -0.342 0.751 -2.255  0.169
H: -1.271 1.140 0.267  0.248
H: 0.266 1.882 0.134  0.240
H: -1.562 -1.291 -0.009  0.119

Its gap between HOMO and LUMO (spin up / spin down) is 0.30925 / 0.31333 Ha. The value obtained for the largest force on an atom is 0.0727 Eh/bohr. The energy above the lowest of the compared OMol25 structures with the same formula, charge and spin comes out at 360.7 kJ/mol. As for the spin multiplicity: 1.